(1)
Density functional theory data (ωB97M-V with the def2-TZVPD basis set) for 2 unconnected molecules or ions with the total composition C25H29N2O3.

Calculated values
Charge ... +1
Calculated total energy ... -1304.99635 a.u.
Energy relative to the best compared isomer or geometry (same formula, charge and spin) ... 174.13 kJ/mol

Last column: Löwdin charge in e.
Cartesian coordinates (Å):
C  -0.957  -2.946  0.695  -0.033
O  0.340  -2.815  0.169  -0.019
C  0.326  -2.711  -1.180  0.069
C  1.497  -2.554  -1.931  -0.176
C  1.498  -2.467  -3.343  0.019
C  2.679  -2.310  -4.026  0.000
C  3.900  -2.234  -3.354  -0.211
C  5.176  -2.054  -4.103  -0.015
C  3.902  -2.325  -1.963  0.008
C  2.735  -2.481  -1.264  0.042
H  -0.894  -3.029  1.780  0.103
H  -1.545  -2.064  0.439  0.104
H  -1.425  -3.846  0.294  0.112
H  -0.628  -2.756  -1.686  0.158
H  0.567  -2.530  -3.880  0.123
H  2.672  -2.245  -5.100  0.130
H  6.032  -2.032  -3.425  0.090
H  5.330  -2.870  -4.810  0.104
H  5.168  -1.115  -4.660  0.104
H  4.838  -2.274  -1.436  0.126
H  2.744  -2.551  -0.190  0.133
C  -0.548  0.660  -3.955  -0.018
C  -0.581  1.435  -2.695  -0.312
C  -1.410  2.502  -2.417  -0.021
C  -1.126  2.913  -1.118  -0.010
C  -0.130  2.088  -0.649  -0.205
C  0.424  2.101  0.743  -0.225
N  0.386  3.442  1.367  -0.043
C  1.413  4.451  1.187  -0.011
C  -0.531  3.530  2.398  -0.403
O  -0.693  4.438  3.184  0.101
C  -1.286  2.214  2.373  -0.235
C  -1.663  1.685  3.754  -0.091
C  -2.310  0.330  3.686  -0.231
C  -1.748  -0.753  4.346  -0.038
C  -2.338  -1.998  4.279  -0.099
C  -3.489  -2.186  3.545  -0.108
C  -4.049  -1.119  2.878  -0.089
C  -3.466  0.129  2.945  -0.045
N  -0.408  1.268  1.631  0.071
O  0.216  1.178  -1.612  0.071
H  -1.240  1.066  -4.694  0.095
H  0.452  0.663  -4.384  0.082
H  -0.815  -0.378  -3.766  0.061
H  -2.153  2.915  -3.079  0.119
H  -1.606  3.703  -0.562  0.124
H  1.456  1.728  0.750  0.151
H  1.150  5.341  1.757  0.095
H  2.368  4.070  1.544  0.091
H  1.507  4.717  0.136  0.089
H  -2.197  2.376  1.780  0.146
H  -0.749  1.635  4.354  0.128
H  -2.325  2.394  4.265  0.138
H  -0.834  -0.619  4.902  0.113
H  -1.891  -2.828  4.798  0.103
H  -3.952  -3.160  3.499  0.103
H  -4.943  -1.259  2.296  0.103
H  -3.903  0.954  2.406  0.113
H  -0.944  0.582  1.098  0.113


(2)
Density functional theory data (ωB97M-V with the def2-TZVPD basis set) for C25H29N3O4S in the gas phase.

Calculated values
Structure (SMILES) ... COc1ccccc1CNC(=O)[C@H]1CC[C@H](CNS(=O)(=O)c2cccc3cccnc23)CC1
Calculated total energy ... -1833.49345 a.u.
Energy relative to the best compared isomer or geometry (same formula, charge and spin) ... 169.89 kJ/mol

Last column: Löwdin charge in e.
Cartesian coordinates (Å):
C  -5.472  -0.976  -2.631  -0.079
O  -5.479  -0.438  -1.334  -0.088
C  -5.821  -1.236  -0.288  -0.224
C  -6.089  -2.595  -0.385  -0.021
C  -6.427  -3.321  0.746  -0.088
C  -6.500  -2.704  1.979  -0.096
C  -6.230  -1.349  2.079  -0.041
C  -5.896  -0.601  0.964  -0.138
C  -5.594  0.868  1.065  -0.110
N  -4.234  1.156  0.663  0.082
C  -3.939  2.004  -0.345  -0.482
O  -4.770  2.710  -0.878  0.067
C  -2.465  2.037  -0.739  -0.235
C  -2.003  0.687  -1.293  -0.144
C  -0.543  0.767  -1.732  -0.152
C  0.351  1.184  -0.564  -0.324
C  1.820  1.217  -1.004  -0.223
N  2.751  1.478  0.073  -0.118
S  2.980  0.277  1.211  0.665
O  2.851  0.885  2.508  -0.302
O  2.180  -0.877  0.924  -0.270
C  4.711  -0.140  0.998  -0.195
C  5.558  -0.018  2.061  -0.041
C  6.911  -0.375  1.938  -0.055
C  7.388  -0.859  0.751  -0.022
C  6.534  -0.995  -0.363  -0.145
C  6.966  -1.487  -1.613  -0.010
C  6.068  -1.583  -2.641  -0.046
C  4.741  -1.174  -2.413  -0.114
N  4.305  -0.713  -1.275  0.117
C  5.164  -0.622  -0.245  -0.206
C  -0.113  2.536  -0.017  -0.155
C  -1.571  2.464  0.428  -0.144
H  -4.707  -1.752  -2.743  0.096
H  -6.450  -1.387  -2.903  0.098
H  -5.239  -0.141  -3.290  0.097
H  -6.039  -3.099  -1.338  0.102
H  -6.633  -4.377  0.653  0.103
H  -6.763  -3.271  2.859  0.099
H  -6.287  -0.859  3.041  0.110
H  -6.232  1.441  0.384  0.131
H  -5.760  1.214  2.092  0.125
H  -3.518  0.547  1.026  0.138
H  -2.382  2.786  -1.533  0.153
H  -2.100  -0.088  -0.530  0.121
H  -2.634  0.406  -2.138  0.116
H  -0.445  1.495  -2.541  0.125
H  -0.219  -0.204  -2.110  0.120
H  0.272  0.434  0.229  0.134
H  2.110  0.243  -1.401  0.094
H  1.976  1.979  -1.774  0.132
H  2.594  2.354  0.546  0.097
H  5.162  0.356  2.992  0.112
H  7.566  -0.271  2.790  0.108
H  8.425  -1.145  0.646  0.115
H  7.999  -1.780  -1.738  0.117
H  6.359  -1.957  -3.610  0.103
H  4.010  -1.229  -3.209  0.112
H  -0.003  3.299  -0.793  0.126
H  0.503  2.827  0.837  0.110
H  -1.653  1.748  1.249  0.118
H  -1.896  3.438  0.800  0.125


(3)
Density functional theory data (ωB97M-V with the def2-TZVPD basis set) for C25H29N3O6 in the gas phase.

Calculated values
Structure (SMILES) ... COc1cc(C(=O)N/C(=C\c2cn(C)c3ccccc23)C(=O)NCCCO)cc(OC)c1OC
Calculated total energy ... -1585.75393 a.u.
Energy relative to the best compared isomer or geometry (same formula, charge and spin) ... 177.04 kJ/mol

Last column: Löwdin charge in e.
Cartesian coordinates (Å):
C  -6.085  -0.726  -1.593  -0.069
O  -4.970  0.138  -1.550  -0.062
C  -3.727  -0.311  -1.217  -0.192
C  -2.717  0.613  -1.471  0.035
C  -1.395  0.341  -1.157  -0.131
C  -0.384  1.400  -1.404  -0.438
O  -0.511  2.240  -2.279  0.068
N  0.717  1.415  -0.600  0.139
C  0.974  0.675  0.564  -0.185
C  2.174  0.120  0.824  0.040
C  3.325  0.101  -0.030  -0.143
C  3.417  0.358  -1.383  -0.002
N  4.696  0.204  -1.816  -0.101
C  5.155  0.381  -3.164  -0.019
C  5.481  -0.155  -0.752  -0.178
C  6.844  -0.417  -0.692  -0.016
C  7.372  -0.764  0.533  -0.095
C  6.568  -0.849  1.672  -0.095
C  5.217  -0.588  1.618  -0.021
C  4.656  -0.238  0.393  -0.120
C  -0.122  0.573  1.577  -0.466
O  -0.251  -0.399  2.305  0.050
N  -0.916  1.656  1.627  0.090
C  -2.108  1.747  2.433  -0.157
C  -3.281  2.258  1.596  -0.148
C  -3.055  3.690  1.096  -0.247
O  -1.948  3.826  0.232  -0.073
C  -1.061  -0.916  -0.670  0.034
C  -2.049  -1.850  -0.398  -0.175
O  -1.764  -3.090  0.087  -0.094
C  -0.491  -3.305  0.664  -0.054
C  -3.407  -1.542  -0.622  -0.111
O  -4.432  -2.403  -0.321  -0.098
C  -4.343  -3.193  0.848  -0.058
H  -5.866  -1.641  -2.145  0.099
H  -6.437  -0.985  -0.592  0.092
H  -6.859  -0.161  -2.113  0.094
H  -2.988  1.556  -1.918  0.133
H  1.437  2.072  -0.883  0.159
H  2.286  -0.355  1.788  0.124
H  2.642  0.595  -2.087  0.125
H  5.911  1.169  -3.210  0.097
H  5.594  -0.545  -3.543  0.097
H  4.316  0.659  -3.798  0.093
H  7.468  -0.351  -1.571  0.105
H  8.428  -0.975  0.616  0.099
H  7.023  -1.124  2.612  0.099
H  4.605  -0.654  2.505  0.109
H  -0.750  2.453  1.024  0.117
H  -2.311  0.748  2.829  0.120
H  -1.933  2.427  3.276  0.125
H  -4.186  2.247  2.206  0.117
H  -3.432  1.593  0.743  0.093
H  -2.837  4.346  1.943  0.121
H  -3.968  4.051  0.605  0.118
H  -2.136  3.408  -0.618  0.075
H  -0.028  -1.181  -0.526  0.114
H  0.288  -3.378  -0.101  0.097
H  -0.567  -4.258  1.186  0.097
H  -0.242  -2.512  1.376  0.081
H  -5.372  -3.449  1.102  0.094
H  -3.772  -4.107  0.673  0.090
H  -3.890  -2.638  1.673  0.104